Record 1
A molecular structure, C2H2O2S. Source: OMol25; level of theory: the ωB97M-V functional and the def2-TZVPD basis.

Structure (XYZ):
```
7
Properties=species:S:1:pos:R:3:mulliken_charge:R:1
C 0.29 -0.11 -0.69 0.50
C -0.79 -0.30 0.21 0.16
H 1.08 1.36 1.02 0.24
H -1.59 -1.50 0.19 0.28
O 0.24 -0.53 -1.88 -0.49
O -0.97 0.72 1.09 -0.48
S 1.75 0.37 0.06 -0.23
```

## Properties
total charge = 0
calculated total energy = -625.95065 hartree
LUMO energy = -0.0552 Eh
ΔE to the lowest compared entry with this formula, charge and spin = 293.3 kJ/mol
frontier orbital gap = 9.01 eV

---

Record 2
A molecular structure, C4H4F3O3S. Source: OMol25; level of theory: the ωB97M-V functional and the def2-TZVPD basis.

Structure (XYZ):
```
15
Properties=species:S:1:pos:R:3:mulliken_charge:R:1
C 2.58 0.67 0.42 0.48
C 1.04 0.56 0.70 -0.64
C -1.84 -0.80 0.11 0.33
C -1.24 0.22 -0.85 0.03
O 2.82 0.21 -0.73 -0.55
O 3.35 1.19 1.19 -0.69
O 0.68 -1.50 -1.07 -0.64
F -3.12 -1.27 -0.16 -0.30
F -1.82 -0.25 1.36 -0.26
F -1.56 1.51 -0.37 -0.34
S 0.75 -0.03 -1.02 0.45
H 0.59 1.53 0.60 0.42
H 0.91 -0.31 1.36 0.33
H -1.29 -1.86 0.28 0.12
H -1.85 0.11 -1.82 0.26
```

## Properties
total charge = -1
calculated total energy = -1078.32580 hartree
LUMO energy = 0.1294 Eh
ΔE to the lowest compared entry with this formula, charge and spin = 0.0 kJ/mol
frontier orbital gap = 8.40 eV

---

Record 3
A single C6H9NO2 molecule. Source: OMol25; level of theory: the ωB97M-V functional and the def2-TZVPD basis.

Structure (XYZ):
```
18
Properties=species:S:1:pos:R:3:mulliken_charge:R:1
C -2.08 0.23 0.17 -0.70
O -1.59 -0.81 -0.70 -0.52
C -0.20 -0.61 -0.80 -0.07
C 0.09 0.84 -0.49 -0.34
N 1.49 0.94 -0.22 -0.59
C 1.87 -0.47 0.21 -0.76
C 0.49 -1.05 0.41 0.06
O -0.18 -0.29 1.47 -0.47
C -0.81 0.75 0.75 0.07
H -2.63 0.98 -0.38 0.32
H -2.72 -0.20 0.90 0.38
H 0.21 -0.99 -1.74 0.41
H -0.29 1.56 -1.18 0.48
H 2.02 1.08 -1.13 0.32
H 2.45 -1.01 -0.58 0.30
H 2.38 -0.42 1.15 0.37
H 0.44 -2.14 0.70 0.39
H -0.95 1.61 1.46 0.38
```

## Properties
total charge = 0
calculated total energy = -439.20279 hartree
LUMO energy = 0.0303 Eh
ΔE to the lowest compared entry with this formula, charge and spin = 193.2 kJ/mol
frontier orbital gap = 9.76 eV

---

Record 4
A single C5H8O2 molecule. Source: OMol25; level of theory: the ωB97M-V functional and the def2-TZVPD basis.

Structure (XYZ):
```
15
Properties=species:S:1:pos:R:3:mulliken_charge:R:1
C -0.31 -0.58 -1.99 -0.51
C 0.35 0.53 -1.66 -0.20
C 0.43 1.23 -0.28 -0.38
C 0.52 0.20 0.86 -0.70
C -0.79 -0.44 1.32 0.52
O -1.83 -0.47 0.76 -0.49
O -0.40 -1.39 2.28 -0.46
H -0.80 -1.09 -1.17 0.08
H -0.48 -1.09 -2.93 0.29
H 1.25 0.68 -2.27 0.19
H 1.33 1.83 -0.43 0.31
H -0.44 1.85 -0.05 0.26
H 1.29 -0.56 0.71 0.36
H 0.88 0.71 1.77 0.39
H -0.99 -1.40 3.05 0.34
```

## Properties
total charge = 0
calculated total energy = -345.74336 hartree
LUMO energy = 0.0253 Eh
ΔE to the lowest compared entry with this formula, charge and spin = 161.7 kJ/mol
frontier orbital gap = 9.94 eV

---

Record 5
A molecular structure, C9H9NS. Source: OMol25; level of theory: the ωB97M-V functional and the def2-TZVPD basis.

Structure (XYZ):
```
20
Properties=species:S:1:pos:R:3:mulliken_charge:R:1
C -0.29 -1.75 -1.67 0.41
C -0.41 0.84 2.45 -0.50
C 0.57 -0.18 2.41 -0.59
C -0.93 1.43 1.26 -0.73
C 0.92 -0.64 1.15 -0.22
C -0.53 0.89 0.02 0.89
C 0.31 -0.16 0.02 0.58
C -1.24 1.34 -1.27 -1.64
C 0.85 -0.94 -1.73 -0.30
N -1.20 -2.41 -1.53 -0.42
S 2.68 -1.48 -1.60 -0.17
H -0.85 1.05 3.42 0.36
H 0.92 -0.60 3.36 0.36
H -1.51 2.46 1.27 0.20
H 1.75 -1.44 0.89 0.09
H -0.61 1.68 -2.03 0.37
H -1.89 0.59 -1.56 0.38
H -1.84 2.16 -0.96 0.47
H 0.81 -0.04 -2.32 0.26
H 2.48 -2.80 -1.57 0.19
```

## Properties
total charge = 0
calculated total energy = -801.18213 hartree
LUMO energy = 0.0176 Eh
ΔE to the lowest compared entry with this formula, charge and spin = 258.8 kJ/mol
frontier orbital gap = 9.92 eV